The following is a DFT calculation (the ωB97M-V functional and the def2-TZVPD basis) of 4 unconnected molecules or ions with the total composition C18H44F3INO16P4 at a distorted geometry.

Structure (XYZ):
```
87
Properties=species:S:1:pos:R:3:forces:R:3
C 2.1509 -3.8848 0.6466 -0.015 -0.782 -0.121
P 2.1654 -4.5564 -1.1391 -0.486 -0.235 1.384
C 2.2238 -2.8584 -1.9948 0.175 0.276 0.218
N 2.6623 -1.7294 -1.1497 -0.299 -0.464 -0.270
C 4.1052 -4.8066 -1.0590 1.159 0.827 -0.733
C 4.7822 -5.0935 -2.3515 -0.571 -0.837 0.572
O 4.8414 -6.1076 -2.9419 0.196 -0.001 -0.213
I 5.8696 -3.3579 -3.2610 0.087 0.319 -0.064
O 2.0037 -5.1774 -2.7648 -0.123 -0.742 0.350
C 0.6941 -5.4407 -3.1609 -0.151 1.232 -0.037
C -0.3270 -4.9305 -2.0760 0.106 -1.804 1.179
O -1.1429 -6.0537 -1.6420 -0.507 -0.168 -0.740
C -1.3729 -3.9141 -2.5675 0.093 0.334 -0.157
C -1.4858 -2.6672 -1.6845 -0.277 0.103 -0.236
C -1.6830 -1.3668 -2.4444 0.768 -0.370 0.972
F -2.9955 -1.0433 -2.5668 -0.056 0.181 -0.381
F -1.1011 -0.3502 -1.7514 -0.372 0.207 -0.143
F -1.1235 -1.3388 -3.6609 -0.329 0.074 -0.128
O 0.3927 -4.6158 -0.9514 -0.129 1.453 -1.077
H 1.7612 -4.7137 1.2456 -0.011 0.013 -0.019
H 3.1430 -3.6564 1.0396 -0.090 0.353 -0.019
H 1.4543 -3.0581 0.7518 0.248 0.216 -0.003
H 2.1052 -5.9113 -0.6226 0.151 -0.017 -0.248
H 2.8361 -2.9696 -2.8964 0.047 -0.044 0.067
H 1.2197 -2.6136 -2.3542 -0.040 -0.173 0.055
H 2.5336 -0.8804 -1.6861 0.323 0.144 0.121
H 3.6480 -1.8581 -0.9538 0.056 0.323 -0.008
H 4.2932 -5.6560 -0.4028 -0.249 -0.174 -0.138
H 4.6224 -3.9536 -0.6163 -0.298 0.162 -0.039
H 0.5820 -4.8638 -4.0885 -0.484 -0.355 -0.168
H 0.4377 -6.4926 -3.3258 0.428 -0.088 -0.112
H -0.5276 -6.6985 -1.2755 0.076 0.138 0.104
H -1.1430 -3.6786 -3.6070 0.100 0.333 0.115
H -2.3527 -4.3881 -2.6023 0.126 -0.262 0.077
H -2.3541 -2.7732 -1.0329 0.043 0.104 0.072
H -0.6336 -2.5253 -1.0204 0.219 -0.221 -0.231
C -6.5930 -0.5977 -2.7510 -0.078 -0.003 -0.081
O -7.5835 0.3104 -2.2130 2.929 0.175 -0.103
P -7.0605 1.8136 -1.7730 -4.657 3.058 1.030
O -7.6740 2.0251 -0.4518 0.577 -0.411 0.006
O -7.8212 2.5882 -2.9764 0.299 0.030 -0.124
C -9.1681 2.2646 -3.3003 -0.029 -0.129 -0.202
O -5.8218 2.8776 -1.8158 0.975 -2.778 -0.644
C -4.7976 2.6827 -2.8154 0.066 0.067 -0.141
H -7.0882 -1.5343 -2.9901 -0.075 0.039 0.055
H -6.1553 -0.1858 -3.6634 0.032 -0.081 -0.007
H -5.8112 -0.7808 -2.0135 0.028 -0.098 -0.057
H -9.7543 2.0439 -2.4084 0.058 -0.032 0.043
H -9.1946 1.4168 -3.9852 -0.068 -0.067 0.070
H -9.5984 3.1278 -3.8048 0.080 0.060 0.050
H -5.2249 2.7266 -3.8190 -0.036 0.033 0.029
H -4.2935 1.7255 -2.6726 0.064 0.047 -0.003
H -4.0691 3.4811 -2.7052 -0.074 0.037 0.086
C -2.3820 1.1126 2.0279 -0.019 -0.037 0.179
O -1.0765 1.1255 2.6457 -1.524 1.587 -2.672
P 0.0845 2.1669 2.0331 5.523 -1.993 4.774
O 1.2060 1.1944 2.0060 -0.561 0.031 -0.747
O 0.0836 3.1107 3.3544 -0.289 0.496 -0.529
C -0.0806 2.5631 4.6592 -0.334 0.113 0.180
O 0.8175 3.3643 1.1504 -3.148 -0.174 -1.211
C -0.0074 4.4142 0.6067 0.038 0.188 0.091
H -2.9902 0.3835 2.5563 0.062 -0.022 0.026
H -2.8596 2.0930 2.1076 -0.062 -0.044 -0.009
H -2.3032 0.8193 0.9794 -0.053 -0.047 0.018
H 0.4191 1.6009 4.7603 -0.051 -0.049 -0.096
H -1.1407 2.4567 4.8886 0.017 -0.126 0.026
H 0.3573 3.2704 5.3609 0.093 0.057 -0.130
H -0.5247 4.9523 1.4039 0.036 -0.003 0.009
H -0.7366 4.0072 -0.0962 0.036 0.058 -0.050
H 0.6399 5.1067 0.0748 0.080 -0.068 0.029
C 5.4915 4.7453 2.0411 0.170 -0.006 0.044
O 5.5315 5.1640 3.4221 -2.014 -1.533 -1.473
P 4.4130 4.5095 4.4553 1.460 1.408 5.230
O 3.9147 5.6780 5.2035 -0.204 -0.036 -0.661
O 5.4921 3.6245 5.2817 -0.087 -0.188 -0.143
C 6.7315 4.1910 5.6830 0.170 -0.081 -0.129
O 3.2659 3.3816 4.6382 0.628 0.344 -2.865
C 3.2842 2.2476 3.7240 0.314 -0.088 0.033
H 6.2864 5.2668 1.5144 0.002 0.042 0.064
H 5.6604 3.6691 1.9574 -0.010 0.022 -0.056
H 4.5325 5.0062 1.5906 0.030 -0.012 -0.055
H 6.6201 5.2334 5.9824 -0.054 0.019 -0.049
H 7.4597 4.1093 4.8752 0.026 0.116 0.000
H 7.0947 3.6138 6.5317 -0.098 -0.030 0.015
H 4.2254 1.7006 3.8124 0.011 0.061 0.092
H 3.1493 2.5882 2.7002 -0.143 -0.102 -0.003
H 2.4681 1.5857 3.9763 -0.047 0.093 0.059
```
Positions in Å, forces in eV/Å.

Results
**Energy**: -107039.8942 eV
**HOMO-LUMO gap**: 0.1907 Eh
**Maximum force**: 7.57 eV/A
**Charge**: -1